(1)
This record from the OMol25 dataset describes a single C2H2Cl2OS molecule in a non-equilibrium geometry. The level of theory is ωB97M-V/def2-TZVPD.

Computed properties:
electronic energy = -40033.5415 eV
HOMO level = -9.37 eV
ΔE to the lowest compared entry with this formula, charge and spin = 0.227 eV
HOMO-LUMO gap = 9.01 eV
net charge = 0

Positions of all 8 atoms, in Å:
O (-0.760, -1.289, 0.284)
C (-0.641, -0.063, -0.117)
S (-1.854, 0.819, -0.782)
C (0.803, 0.400, 0.173)
Cl (1.005, 2.111, -0.119)
Cl (2.045, -0.510, -0.783)
H (-1.624, -1.679, 0.126)
H (1.027, 0.211, 1.218)

=====

(2)
This record from the OMol25 dataset describes a single C7H6 molecule in a non-equilibrium geometry. The level of theory is ωB97M-V/def2-TZVPD.

Computed properties:
electronic energy = -7350.5822 eV
HOMO level = -9.37 eV
ΔE to the lowest compared entry with this formula, charge and spin = 2.917 eV
HOMO-LUMO gap = 10.31 eV
net charge = 0

Positions of all 13 atoms, in Å:
C (1.573, 1.602, 2.043)
C (1.112, 0.971, 1.108)
C (0.413, 0.745, -0.174)
C (-1.032, 0.407, -0.316)
C (0.034, -0.522, -0.906)
C (-0.039, -1.811, -0.428)
C (-0.050, -2.969, -0.106)
H (2.220, 2.001, 2.928)
H (0.663, 1.606, -0.787)
H (-1.546, 0.251, 0.593)
H (-1.490, 1.097, -1.016)
H (0.312, -0.622, -1.962)
H (-0.327, -3.946, 0.183)

=====

(3)
This record from the OMol25 dataset describes 5 unconnected molecules or ions with the total composition C4H18N2O6 in a non-equilibrium geometry. The level of theory is ωB97M-V/def2-TZVPD.

Computed properties:
electronic energy = -19705.6831 eV
HOMO level = -9.90 eV
ΔE to the lowest compared entry with this formula, charge and spin = 0.608 eV
HOMO-LUMO gap = 10.33 eV
net charge = 0

Positions of all 30 atoms, in Å:
C (-1.684, 0.856, 1.120)
C (-1.461, 1.766, -0.059)
O (-0.128, 2.246, 0.155)
C (-1.557, 1.160, -1.438)
N (-1.151, -0.254, -1.511)
C (0.120, -0.589, -1.845)
N (0.311, -1.964, -1.735)
O (0.998, 0.199, -2.159)
H (-1.334, 1.335, 2.038)
H (-2.729, 0.682, 1.381)
H (-1.098, -0.052, 0.955)
H (-2.099, 2.664, -0.100)
H (0.583, 1.942, -0.448)
H (-2.503, 1.274, -2.004)
H (-0.913, 1.612, -2.209)
H (-1.774, -0.988, -1.216)
H (1.135, -2.231, -2.241)
H (0.084, -2.462, -0.885)
O (2.239, -1.063, 1.047)
H (2.667, -1.326, 0.232)
H (2.099, -0.109, 0.911)
O (2.961, 1.683, -0.855)
H (3.682, 1.103, -1.112)
H (2.369, 1.617, -1.608)
O (-1.182, -2.590, 1.194)
H (-0.904, -3.104, 1.961)
H (-1.308, -1.730, 1.612)
O (0.735, -0.406, 3.203)
H (0.682, -0.019, 2.334)
H (1.160, -1.251, 3.281)

=====

(4)
This record from the OMol25 dataset describes a molecular structure, C53H95F24N9O21S8Y in a non-equilibrium geometry. The level of theory is ωB97M-V/def2-TZVPD.

Computed properties:
electronic energy = -265829.6887 eV
HOMO level = -6.60 eV
HOMO-LUMO gap = 1.30 eV
net charge = -1

Positions of all 211 atoms, in Å:
Y (-4.269, -2.836, -0.935)
C (-4.897, -1.731, 8.077)
F (-3.681, -2.226, 7.963)
F (-4.860, -0.513, 7.497)
F (-5.646, -2.612, 7.402)
S (-5.661, -1.510, 9.889)
O (-4.674, -1.803, 10.948)
O (-6.353, -0.225, 10.024)
N (-6.735, -2.983, 10.102)
S (-8.094, -2.564, 9.370)
O (-9.169, -2.219, 10.273)
O (-8.004, -1.740, 8.196)
C (-8.602, -4.289, 8.642)
F (-7.792, -4.540, 7.635)
F (-8.536, -5.161, 9.676)
F (-9.891, -4.196, 8.269)
C (-1.245, 0.646, 2.219)
F (-2.514, 0.742, 2.667)
F (-0.592, 1.849, 2.349)
F (-0.544, -0.354, 2.807)
S (-1.307, 0.214, 0.308)
O (-2.724, 0.174, -0.051)
O (-0.523, 1.209, -0.432)
N (-1.100, -1.496, 0.005)
S (0.483, -1.498, -0.249)
O (0.775, -1.387, -1.682)
O (1.179, -0.613, 0.644)
C (1.013, -3.285, 0.319)
F (0.142, -4.125, -0.188)
F (2.280, -3.457, -0.065)
F (0.904, -3.316, 1.642)
C (-4.307, -4.168, -6.509)
F (-3.534, -5.140, -7.079)
F (-4.593, -3.273, -7.410)
F (-5.475, -4.800, -6.078)
S (-3.250, -3.387, -5.046)
O (-3.477, -4.229, -3.902)
O (-1.859, -3.206, -5.547)
N (-4.010, -2.057, -4.338)
S (-3.698, -0.782, -5.307)
O (-2.763, 0.085, -4.606)
O (-3.478, -1.013, -6.732)
C (-5.503, 0.004, -5.341)
F (-5.993, 0.342, -4.097)
F (-5.481, 1.062, -6.057)
F (-6.340, -0.889, -5.889)
C (-2.700, -5.807, 3.273)
F (-2.077, -4.678, 3.513)
F (-1.990, -6.572, 2.443)
F (-2.913, -6.355, 4.443)
S (-4.508, -5.402, 2.579)
O (-5.517, -6.050, 3.421)
O (-4.465, -3.953, 2.406)
N (-4.473, -5.861, 0.911)
S (-4.937, -7.391, 1.117)
O (-4.400, -8.162, 2.223)
O (-6.385, -7.475, 0.983)
C (-4.281, -8.248, -0.496)
F (-4.607, -9.541, -0.524)
F (-4.860, -7.718, -1.591)
F (-2.957, -8.140, -0.500)
C (4.462, 6.377, -2.378)
C (4.630, 5.811, -0.947)
C (4.418, 4.305, -1.116)
C (4.838, 3.449, 0.088)
C (6.253, 3.937, 0.679)
C (6.513, 5.504, 0.793)
N (5.979, 6.164, -0.393)
O (6.205, 7.454, -0.387)
C (5.944, 5.873, 2.172)
C (8.036, 5.760, 0.879)
C (3.437, 6.353, -0.115)
H (5.191, 5.891, -3.027)
H (4.563, 7.462, -2.355)
H (3.552, 6.119, -2.919)
H (3.436, 3.915, -1.383)
H (5.079, 3.973, -1.916)
H (4.962, 2.387, -0.122)
H (4.095, 3.570, 0.876)
H (6.900, 3.435, -0.041)
H (6.322, 3.493, 1.672)
H (4.880, 5.700, 2.333)
H (6.617, 5.376, 2.870)
H (5.997, 6.962, 2.192)
H (8.323, 6.526, 0.158)
H (8.371, 6.161, 1.835)
H (8.685, 4.930, 0.601)
H (3.744, 7.107, 0.609)
H (2.949, 5.636, 0.546)
H (2.705, 6.831, -0.765)
H (6.652, 7.601, -1.224)
C (-2.991, 7.311, -0.776)
C (-3.649, 7.735, -2.120)
C (-3.073, 9.146, -2.533)
C (-3.240, 9.519, -3.930)
C (-2.598, 8.420, -4.780)
C (-3.309, 7.067, -4.613)
N (-3.271, 6.746, -3.176)
O (-3.818, 5.479, -3.011)
C (-4.662, 7.193, -5.182)
C (-2.546, 5.989, -5.434)
C (-5.141, 7.857, -1.910)
H (-3.320, 7.832, 0.123)
H (-1.909, 7.420, -0.710)
H (-2.988, 6.247, -0.541)
H (-3.638, 9.887, -1.968)
H (-2.034, 9.280, -2.233)
H (-2.795, 10.500, -4.098)
H (-4.303, 9.679, -4.112)
H (-1.524, 8.432, -4.595)
H (-2.783, 8.766, -5.797)
H (-4.931, 8.230, -5.387)
H (-4.816, 6.830, -6.198)
H (-5.423, 6.713, -4.568)
H (-1.632, 5.681, -4.927)
H (-3.116, 5.066, -5.538)
H (-2.493, 6.277, -6.484)
H (-5.767, 7.815, -2.801)
H (-5.496, 8.748, -1.391)
H (-5.460, 7.083, -1.212)
H (-3.092, 4.852, -3.053)
C (5.045, -4.472, -4.926)
C (5.020, -5.918, -5.504)
C (5.679, -6.799, -4.453)
C (5.492, -8.276, -4.449)
C (4.021, -8.589, -4.469)
C (3.264, -7.863, -5.646)
N (3.610, -6.417, -5.666)
O (2.904, -5.798, -6.687)
C (3.686, -8.714, -6.876)
C (1.723, -7.904, -5.433)
C (5.758, -5.941, -6.836)
H (4.302, -4.385, -4.134)
H (4.849, -3.682, -5.651)
H (5.890, -4.358, -4.248)
H (6.742, -6.669, -4.651)
H (5.529, -6.451, -3.431)
H (5.856, -8.511, -3.450)
H (5.980, -8.791, -5.277)
H (3.491, -8.061, -3.677)
H (3.784, -9.653, -4.479)
H (4.756, -8.804, -7.067)
H (3.374, -9.691, -6.507)
H (3.124, -8.502, -7.786)
H (1.335, -8.912, -5.287)
H (1.461, -7.223, -4.623)
H (1.308, -7.831, -6.438)
H (5.226, -5.377, -7.602)
H (5.753, -7.005, -7.075)
H (6.779, -5.579, -6.712)
H (2.279, -5.230, -6.230)
C (-7.414, 7.379, 5.012)
C (-7.485, 6.009, 5.654)
C (-7.106, 6.258, 7.134)
C (-7.294, 4.983, 7.930)
C (-8.702, 4.492, 7.894)
C (-9.331, 4.361, 6.447)
N (-8.910, 5.497, 5.595)
O (-9.391, 5.378, 4.364)
C (-9.017, 2.946, 5.839)
C (-10.844, 4.390, 6.701)
C (-6.447, 5.120, 4.881)
H (-6.511, 7.872, 5.373)
H (-8.255, 8.020, 5.275)
H (-7.257, 7.368, 3.933)
H (-6.033, 6.405, 7.253)
H (-7.601, 7.154, 7.510)
H (-6.955, 5.124, 8.957)
H (-6.822, 4.128, 7.446)
H (-9.196, 5.261, 8.488)
H (-8.639, 3.602, 8.520)
H (-9.251, 2.811, 4.783)
H (-7.975, 2.629, 5.862)
H (-9.686, 2.243, 6.337)
H (-11.032, 3.476, 7.263)
H (-11.103, 5.189, 7.396)
H (-11.577, 4.412, 5.895)
H (-6.945, 4.642, 4.037)
H (-6.076, 4.182, 5.293)
H (-5.553, 5.689, 4.624)
H (-10.184, 5.919, 4.331)
C (10.145, -7.512, -0.436)
C (10.451, -6.056, -0.088)
C (11.143, -5.466, -1.341)
C (11.249, -3.954, -1.401)
C (9.935, -3.230, -1.075)
C (9.140, -3.897, 0.175)
N (9.150, -5.384, 0.136)
O (8.494, -5.974, 1.254)
C (9.701, -3.177, 1.438)
C (7.680, -3.424, 0.034)
C (11.329, -5.976, 1.155)
H (9.463, -7.583, -1.283)
H (9.720, -8.067, 0.401)
H (11.012, -8.044, -0.825)
H (12.031, -6.087, -1.458)
H (10.622, -5.685, -2.273)
H (11.518, -3.565, -2.384)
H (12.016, -3.574, -0.727)
H (9.163, -3.092, -1.832)
H (10.191, -2.187, -0.892)
H (9.252, -3.482, 2.383)
H (10.786, -3.235, 1.535)
H (9.479, -2.112, 1.497)
H (7.129, -3.945, -0.749)
H (7.149, -3.609, 0.968)
H (7.729, -2.349, -0.138)
H (10.820, -5.780, 2.098)
H (12.125, -5.233, 1.107)
H (11.865, -6.923, 1.228)
H (7.624, -6.149, 0.888)

=====

(5)
This record from the OMol25 dataset describes a single C9H12N2 molecule in a non-equilibrium geometry. The level of theory is ωB97M-V/def2-TZVPD.

Computed properties:
electronic energy = -12504.7526 eV
HOMO level = -7.60 eV
ΔE to the lowest compared entry with this formula, charge and spin = 3.982 eV
HOMO-LUMO gap = 8.46 eV
net charge = 0

Positions of all 23 atoms, in Å:
C (3.389, -0.914, 0.046)
C (3.491, 0.468, -0.179)
C (2.124, -1.458, 0.125)
C (2.363, 1.318, -0.111)
C (1.026, -0.686, -0.104)
C (1.099, 0.732, -0.007)
C (-1.351, -0.098, 0.052)
C (-2.327, -0.066, -1.126)
C (-1.567, 0.001, 1.580)
N (-0.366, -1.002, -0.322)
N (-0.105, 1.497, -0.009)
H (4.157, -1.648, 0.187)
H (4.406, 0.847, -0.286)
H (1.876, -2.461, 0.212)
H (2.374, 2.329, -0.191)
H (-2.947, 0.729, -1.009)
H (-2.979, -0.923, -1.145)
H (-1.775, 0.102, -1.971)
H (-0.549, 0.274, 2.066)
H (-2.165, -0.775, 1.949)
H (-2.075, 0.881, 1.690)
H (-0.474, -1.648, -1.082)
H (-0.442, 2.042, -0.772)